Entry 1:
Here is a molecular structure, C10H24N4Sn at a distorted geometry from the Open Molecules 2025 dataset. Energies are from the ωB97M-V functional and the def2-TZVPD basis.

Results
Total charge ... +4
HOMO-LUMO gap (alpha / beta) ... 4.2 / 4.5 eV
DFT total energy ... -22499.5359 eV
LUMO (alpha / beta) ... -0.7209 / -0.7528 hartree

Each line ends with the Löwdin charge.
Cartesian coordinates (Å):
Sn1 0.256 -0.469 -1.080  1.63
C1 -3.224 -0.881 0.834  -0.11
C2 -2.200 -1.996 0.642  -0.13
N1 -0.758 -1.625 0.836  -0.13
C3 -0.377 -1.311 2.243  -0.10
C4 0.905 -0.486 2.384  -0.11
N2 1.833 -0.623 1.267  -0.01
C5 2.994 0.220 1.129  -0.14
C6 2.761 1.728 1.119  -0.11
C7 2.087 2.203 -0.165  -0.13
N3 0.640 1.842 -0.336  -0.13
C8 -0.294 2.541 0.592  -0.10
C9 -1.651 1.852 0.765  -0.11
N4 -2.048 1.015 -0.362  -0.01
C10 -3.190 0.140 -0.300  -0.14
H1 -3.171 -0.420 1.821  0.13
H2 -4.209 -1.353 0.792  0.17
H3 -2.303 -2.432 -0.356  0.15
H4 -2.437 -2.802 1.350  0.19
H5 -0.239 -2.459 0.548  0.12
H6 -0.289 -2.250 2.802  0.18
H7 -1.196 -0.769 2.711  0.13
H8 1.469 -0.806 3.281  0.19
H9 0.678 0.567 2.548  0.12
H10 2.091 -1.607 1.117  0.17
H11 3.553 -0.114 0.248  0.16
H12 3.666 -0.024 1.993  0.21
H13 3.751 2.191 1.140  0.17
H14 2.261 2.086 2.021  0.13
H15 2.633 1.829 -1.035  0.15
H16 2.166 3.299 -0.206  0.19
H17 0.415 2.137 -1.291  0.12
H18 -0.432 3.571 0.243  0.18
H19 0.183 2.625 1.566  0.13
H20 -2.453 2.608 0.872  0.19
H21 -1.681 1.269 1.685  0.12
H22 -2.063 1.555 -1.238  0.17
H23 -3.309 -0.334 -1.281  0.16
H24 -4.091 0.801 -0.202  0.21



Entry 2:
Here is a molecular structure, C21H20N3O3PdS2SeTe from the Open Molecules 2025 dataset. Energies are from the ωB97M-V functional and the def2-TZVPD basis.

Results
Total charge ... -1
HOMO-LUMO gap ... 6.8 eV
Relative energy (zero: lowest compared OMol25 entry of this formula, charge and spin) ... 39.7 kJ/mol
DFT total energy ... -130506.4744 eV
LUMO ... 0.0849 hartree

Each line ends with the Löwdin charge.
Cartesian coordinates (Å):
Pd1 0.660 1.093 -1.087  0.54
O1 3.897 -2.906 1.763  0.03
C1 4.646 -2.400 0.771  -0.28
C2 5.970 -2.836 0.677  -0.03
C3 6.799 -2.362 -0.320  -0.11
C4 6.330 -1.443 -1.250  -0.11
C5 5.021 -1.007 -1.160  -0.03
C6 4.162 -1.462 -0.163  -0.07
C7 2.769 -0.911 -0.135  -0.47
O2 2.485 -0.026 -0.989  -0.14
N1 1.976 -1.420 0.773  -0.01
N2 0.732 -0.816 0.848  -0.09
C8 -0.240 -1.621 0.953  -0.93
S1 -0.100 -3.381 0.816  0.91
C9 -1.892 -3.680 0.830  -0.54
C10 -2.589 -2.439 0.291  -0.54
S2 -1.887 -1.021 1.164  0.89
H1 2.990 -2.498 1.661  0.06
H2 6.318 -3.555 1.406  0.11
H3 7.822 -2.716 -0.375  0.09
H4 6.976 -1.075 -2.036  0.09
H5 4.619 -0.299 -1.872  0.11
H6 -2.227 -3.900 1.845  0.07
H7 -2.084 -4.545 0.195  0.07
H8 -3.662 -2.458 0.481  0.07
H9 -2.399 -2.318 -0.776  0.05
C11 -2.114 2.819 0.575  -0.39
Te1 -1.415 2.552 -1.429  1.43
C12 -3.116 1.267 -1.566  -0.40
C13 -4.087 1.778 -0.539  -0.29
C14 -5.448 1.515 -0.613  -0.05
C15 -6.317 1.997 0.355  -0.10
C16 -5.826 2.756 1.407  -0.10
C17 -4.468 3.027 1.487  -0.05
C18 -3.592 2.545 0.525  -0.29
H10 -1.881 3.816 0.939  0.06
H11 -1.590 2.082 1.186  0.05
H12 -2.752 0.263 -1.343  0.01
H13 -3.529 1.270 -2.572  0.06
H14 -5.830 0.928 -1.440  0.11
H15 -7.377 1.790 0.282  0.10
H16 -6.500 3.144 2.161  0.10
H17 -4.082 3.625 2.304  0.11
Se1 0.574 0.948 -4.260  0.38
C19 -0.208 -0.253 -3.136  -1.04
N3 -0.716 -0.935 -2.337  0.03
C20 2.510 2.255 0.838  -0.06
C21 1.367 2.586 -0.102  -0.54
O3 0.951 3.724 -0.191  -0.10
H18 2.717 3.127 1.461  0.08
H19 3.388 1.986 0.249  0.08
H20 2.252 1.390 1.449  0.06



Entry 3:
Here is a single C9H13N3O2Se molecule at a distorted geometry from the Open Molecules 2025 dataset. Energies are from the ωB97M-V functional and the def2-TZVPD basis.

Results
HOMO-LUMO gap ... 9.3 eV
Relative energy (zero: lowest compared OMol25 entry of this formula, charge and spin) ... 0.0 kJ/mol
SMILES string ... Nc1ccn([C@H]2CC[C@H](CO)[Se]2)c(=O)n1
DFT total energy ... -83453.6453 eV
LUMO ... 0.0175 hartree

Each line ends with the Löwdin charge.
Cartesian coordinates (Å):
N1 4.229 2.567 -0.536  0.18
C1 2.956 2.101 -0.379  -0.37
C2 2.458 1.560 0.853  -0.01
C3 1.236 1.020 0.812  -0.06
N2 0.362 1.225 -0.225  -0.07
C4 -0.969 0.772 -0.285  -0.50
C5 -1.021 -0.564 -1.493  -0.04
C6 -1.814 -1.647 -0.788  -0.27
C7 -1.577 -1.776 0.638  -0.47
C8 -2.493 -2.726 1.369  -0.28
O1 -2.360 -2.623 2.800  -0.12
Se1 -1.791 0.178 1.329  1.07
C9 0.868 1.884 -1.363  -0.51
O2 0.119 2.111 -2.331  0.03
N3 2.148 2.247 -1.389  0.18
H1 4.782 2.473 0.245  0.07
H2 4.612 2.823 -1.379  0.08
H3 3.265 1.262 1.492  0.10
H4 0.767 0.235 1.428  0.09
H5 -1.513 1.634 -0.697  0.10
H6 -0.024 -0.788 -1.661  0.09
H7 -1.440 -0.128 -2.307  0.07
H8 -2.829 -1.544 -0.931  0.10
H9 -1.409 -2.453 -1.367  0.13
H10 -0.521 -2.005 0.925  0.13
H11 -2.167 -3.674 1.017  0.12
H12 -3.568 -2.574 1.329  0.13
H13 -2.306 -1.590 2.894  0.06



Entry 4:
Here is 15 unconnected molecules or ions with the total composition C3H37NO14S2 at a distorted geometry from the Open Molecules 2025 dataset. Energies are from the ωB97M-V functional and the def2-TZVPD basis.

Results
HOMO-LUMO gap ... 8.6 eV
Relative energy (zero: lowest compared OMol25 entry of this formula, charge and spin) ... 143.7 kJ/mol
DFT total energy ... -55537.6484 eV
LUMO ... -0.0036 hartree

Each line ends with the Löwdin charge.
Cartesian coordinates (Å):
S1 -0.540 -0.404 -3.455  0.35
S2 -0.538 -2.170 -2.458  0.45
C1 -0.042 -1.898 -0.746  -0.55
C2 0.085 -0.400 -0.280  -0.28
N1 0.794 -0.268 1.000  -0.10
C3 -0.145 -0.168 2.167  -0.08
H1 -1.758 0.161 -3.244  -0.18
H2 -0.586 -2.491 -0.018  0.05
H3 1.029 -2.174 -0.748  0.01
H4 -0.951 -0.071 -0.163  0.09
H5 0.649 0.162 -1.026  0.06
H6 1.254 -1.146 1.209  0.04
H7 0.247 -0.848 2.918  0.08
H8 -1.165 -0.268 1.806  0.04
H9 -0.172 0.865 2.561  0.07
H10 2.627 0.550 -3.366  0.02
H11 3.656 1.772 -3.338  0.02
O1 2.871 1.399 -3.729  -0.06
H12 -1.636 3.102 -0.465  0.00
H13 -1.944 3.758 -1.930  0.08
O2 -1.397 3.168 -1.410  -0.07
H14 -1.655 3.286 1.342  0.02
H15 -2.803 2.161 1.285  0.01
O3 -2.559 3.063 1.032  -0.07
H16 -3.621 0.599 -0.339  0.00
H17 -2.694 1.436 -1.193  -0.01
O4 -3.314 0.699 -1.255  -0.07
H18 -2.874 -2.849 -0.307  0.03
H19 -3.651 -1.655 -0.820  0.04
O5 -3.718 -2.395 -0.198  -0.05
H20 2.582 -2.685 0.571  0.01
H21 2.829 -3.143 2.094  0.07
O6 2.194 -3.084 1.378  -0.06
H22 3.564 -2.998 -1.226  0.09
H23 3.383 -1.444 -1.236  0.06
O7 2.935 -2.280 -1.086  -0.03
H24 4.411 0.966 1.121  0.05
H25 2.972 0.897 1.137  0.03
O8 3.726 0.288 1.233  -0.07
H26 -4.165 0.840 2.300  0.08
H27 -3.556 -0.451 1.593  0.02
O9 -3.618 0.522 1.578  -0.07
H28 -3.217 -2.407 1.572  0.02
H29 -1.890 -2.398 2.454  0.00
O10 -2.691 -1.911 2.229  -0.09
H30 0.526 -3.280 2.073  0.00
H31 -0.518 -4.386 2.290  0.06
O11 -0.348 -3.457 2.465  -0.06
H32 3.969 1.968 -1.089  0.05
H33 3.619 0.512 -0.767  0.00
O12 4.111 1.066 -1.392  -0.06
H34 -0.131 4.247 0.381  0.05
H35 0.664 3.044 0.993  0.05
O13 0.085 3.786 1.198  -0.04
H36 1.481 2.619 -2.811  0.00
H37 0.346 3.224 -1.954  -0.01
O14 1.286 2.971 -1.932  -0.10